(1)
{
  "formula": "C25H35N10O2S2Tl",
  "method": "ωB97M-V/def2-TZVPD",
  "elements": ["Tl", "O", "C", "C", "C", "C", "C", "C", "C", "O", "N", "N", "C", "C", "C", "C", "C", "C", "N", "H", "H", "H", "H", "H", "H", "H", "H", "H", "H", "C", "C", "N", "C", "C", "N", "C", "C", "N", "H", "H", "H", "H", "H", "H", "H", "H", "H", "H", "H", "H", "H", "H", "H", "S", "C", "N", "C", "C", "C", "N", "H", "H", "H", "H", "C", "N", "C", "N", "S", "H", "H", "H", "H", "H", "H"],
  "positions_angstrom": [[-1.18039, -0.13670, 0.94333], [-5.02645, 2.62250, 0.13907], [-4.44762, 3.81009, -0.11455], [-5.21570, 4.77968, -0.76350], [-4.67861, 6.01742, -1.04934], [-3.36564, 6.31928, -0.69251], [-2.60511, 5.36342, -0.04942], [-3.11946, 4.09807, 0.24700], [-2.27328, 3.06125, 0.90673], [-2.76303, 1.89244, 1.04393], [-1.05278, 3.45506, 1.25114], [-0.30298, 2.42889, 1.75402], [0.84637, 2.77348, 2.18334], [1.78983, 1.79901, 2.74700], [3.06269, 2.23353, 3.12160], [3.94643, 1.32948, 3.68183], [3.53536, 0.01749, 3.85534], [2.25511, -0.32577, 3.44211], [1.39884, 0.52880, 2.89889], [-4.32091, 2.07811, 0.57709], [-6.23443, 4.52860, -1.02831], [-5.28742, 6.75824, -1.55313], [-2.94745, 7.29234, -0.91311], [-1.58552, 5.57033, 0.24468], [1.15251, 3.82102, 2.15327], [3.33859, 3.27039, 2.97858], [4.93579, 1.64589, 3.98760], [4.18448, -0.72239, 4.30440], [1.89856, -1.34365, 3.55270], [1.27570, 1.55114, -1.21789], [1.73301, 0.11869, -0.90480], [0.75064, -0.88289, -1.27161], [0.25770, -0.89225, -2.63500], [-1.26423, -1.08430, -2.71035], [-2.01974, -0.25334, -1.78810], [-2.24657, 1.13224, -2.17036], [-0.99393, 2.01433, -2.11233], [-0.13563, 1.80207, -0.94092], [1.50198, 1.79097, -2.26271], [1.89493, 2.22268, -0.61774], [1.89653, 0.02062, 0.17282], [2.71468, -0.02403, -1.39157], [1.02847, -1.79299, -0.93280], [0.72093, -1.68024, -3.24532], [0.53226, 0.04499, -3.11544], [-1.49532, -2.12319, -2.46847], [-1.57292, -0.92962, -3.75743], [-2.90390, -0.70225, -1.58155], [-2.99248, 1.53311, -1.48539], [-2.66116, 1.21967, -3.18752], [-1.33839, 3.05302, -2.14552], [-0.40146, 1.86761, -3.01859], [-0.22493, 2.58644, -0.30803], [-3.53467, -2.99604, 0.16354], [-2.46264, -3.81890, -0.78807], [-1.13472, -3.91535, -0.40284], [-0.18621, -4.54912, -1.11643], [-0.52422, -5.14875, -2.28644], [-1.88513, -5.04617, -2.65724], [-2.80224, -4.42697, -1.96904], [-0.88087, -3.44830, 0.46067], [0.80790, -4.52167, -0.69060], [0.19962, -5.66956, -2.89201], [-2.22013, -5.50388, -3.58416], [4.76238, -5.18764, 2.67014], [3.47319, -4.56732, 2.44727], [3.21563, -3.62507, 1.52810], [4.22755, -3.29096, 0.70075], [1.70900, -2.89339, 1.41492], [4.65905, -5.93062, 3.45553], [5.51247, -4.45933, 2.98994], [5.11583, -5.69883, 1.77204], [2.70497, -4.77854, 3.06056], [5.17491, -3.57964, 0.87360], [4.07441, -2.50270, 0.09659]],
  "lowdin_charge": [0.81, 0.05, -0.27, -0.02, -0.09, -0.10, -0.04, -0.09, -0.46, -0.21, 0.02, -0.05, -0.11, -0.27, -0.03, -0.08, -0.07, -0.18, 0.10, 0.07, 0.11, 0.10, 0.09, 0.10, 0.12, 0.11, 0.10, 0.10, 0.05, -0.20, -0.24, -0.11, -0.20, -0.19, -0.12, -0.20, -0.18, -0.07, 0.11, 0.11, 0.07, 0.11, 0.02, 0.12, 0.09, 0.08, 0.12, 0.07, 0.10, 0.12, 0.12, 0.10, 0.05, 0.60, -0.89, 0.06, -0.10, -0.05, -0.13, 0.06, 0.07, 0.09, 0.10, 0.11, -0.08, -0.06, -0.88, 0.11, 0.67, 0.09, 0.09, 0.09, 0.12, 0.09, 0.09],
  "charge": 0,
  "largest_force_ev_per_a": 0.54,
  "relative_energy_kcal_mol": 14.3,
  "e_homo_ev": -7.303,
  "lumo_ev": -0.254
}

(2)
{
  "formula": "C21H28N3O9",
  "method": "ωB97M-V/def2-TZVPD",
  "elements": ["C", "C", "C", "C", "O", "C", "N", "N", "C", "O", "O", "C", "C", "C", "C", "O", "H", "H", "H", "H", "H", "H", "H", "H", "H", "H", "H", "H", "H", "H", "H", "H", "H", "H", "C", "C", "O", "C", "C", "C", "O", "C", "C", "C", "C", "N", "O", "O", "C", "C", "O", "H", "H", "H", "H", "H", "H", "H", "H", "H", "H"],
  "positions_angstrom": [[3.96867, -2.63930, -0.73339], [2.87153, -2.19770, -1.68326], [3.40789, -1.17823, -2.66070], [2.32129, -3.38663, -2.45332], [1.84893, -1.57768, -0.75222], [0.91412, -0.82808, -1.34926], [-0.03015, -0.18377, -0.47096], [-0.46908, 0.96250, -1.29897], [-1.84211, 0.74152, -1.35842], [-2.42779, -0.29692, -1.21392], [-2.35462, 1.95489, -1.73873], [-3.74576, 1.89260, -2.24490], [-4.69665, 1.38665, -1.17881], [-3.79562, 0.99213, -3.47268], [-3.91963, 3.37020, -2.56216], [0.85842, -0.70074, -2.57360], [3.59171, -3.43099, -0.07043], [4.83820, -3.01760, -1.29257], [4.27818, -1.77819, -0.12362], [2.61707, -0.88628, -3.34963], [3.77337, -0.29562, -2.12792], [4.23356, -1.60719, -3.23563], [1.55323, -3.08840, -3.17621], [3.14763, -3.84223, -3.01961], [1.92111, -4.15751, -1.78365], [-4.57367, 1.96635, -0.25523], [-5.74320, 1.46996, -1.50939], [-4.46101, 0.33350, -0.96684], [-3.04140, 1.32575, -4.20054], [-3.57420, -0.04334, -3.16972], [-4.78885, 1.02721, -3.94150], [-3.12856, 3.65548, -3.26645], [-4.89856, 3.61372, -2.97380], [-3.73849, 3.94086, -1.64272], [-4.31550, 1.41215, 2.48273], [-2.94185, 0.80489, 2.60922], [-2.10463, 1.09546, 1.47026], [-0.88968, 0.53469, 1.63034], [0.08406, 0.77876, 0.49832], [1.56421, 1.08224, 0.61682], [2.12500, 1.81657, -0.18580], [2.20760, 0.40846, 1.73320], [1.82809, -0.90861, 2.04062], [2.49518, -1.60860, 3.02407], [3.52962, -0.94858, 3.72000], [4.25442, -1.65846, 4.71867], [5.18203, -1.05028, 5.30748], [3.94580, -2.84949, 4.96293], [3.89847, 0.38758, 3.43532], [3.23387, 1.06492, 2.43588], [-0.66281, -0.14789, 2.61365], [-4.86445, 1.16173, 3.40066], [-4.31069, 2.50758, 2.41382], [-4.88868, 0.98715, 1.65156], [-2.43449, 1.19268, 3.49734], [-3.01492, -0.28327, 2.68721], [-0.22155, 1.78736, 0.11402], [1.01704, -1.38832, 1.50279], [2.22091, -2.63443, 3.27062], [4.69465, 0.85594, 4.00630], [3.45272, 2.10283, 2.19270]],
  "lowdin_charge": [-0.04, -0.54, -0.04, -0.03, 0.03, -0.44, 0.06, 0.07, -0.63, 0.03, -0.01, -0.58, -0.04, -0.03, -0.04, 0.06, 0.09, 0.09, 0.09, 0.08, 0.10, 0.09, 0.09, 0.09, 0.09, 0.07, 0.09, 0.08, 0.09, 0.08, 0.08, 0.09, 0.08, 0.09, -0.08, -0.22, 0.03, -0.37, -0.28, -0.29, 0.13, -0.12, -0.01, 0.04, -0.16, -0.32, 0.03, 0.04, 0.01, 0.01, 0.08, 0.08, 0.08, 0.06, 0.12, 0.13, 0.16, 0.12, 0.13, 0.11, 0.12],
  "charge": -1,
  "largest_force_ev_per_a": 7.79,
  "relative_energy_kcal_mol": 175.7,
  "e_homo_ev": -3.058,
  "lumo_ev": 1.181
}